A cluster of 3 separate species, C5H8FN in total, computed with the ωB97M-V functional and the def2-TZVPD basis.

Atoms and positions in Å:
C  -0.88  0.06  -0.52
C  0.08  1.23  -0.11
C  1.05  0.94  0.79
C  1.48  -0.38  1.04
C  1.34  -1.47  0.28
H  -3.05  -0.18  -0.06
H  -2.25  0.36  -2.74
H  -0.68  -0.66  -1.32
H  -1.12  -0.41  0.61
H  -0.35  2.09  -0.41
H  1.57  1.63  1.42
H  1.88  -2.28  0.67
H  0.67  -1.49  -0.58
N  -2.26  0.78  -1.09
F  2.53  -0.22  2.02

Output
- Lowest unoccupied orbital energy: -0.85 eV
- Energy relative to the best compared isomer or geometry (same formula, charge and spin): 207.92 kcal/mol
- Calculated total energy: -9512.773 eV
- Kohn-Sham gap: 8.3261 eV



An isolated molecule of C5H8FN, computed with the ωB97M-V functional and the def2-TZVPD basis.

Atoms and positions in Å:
C  2.13  0.60  -1.20
N  1.21  -0.10  -0.74
C  -0.03  0.58  -0.21
C  0.20  1.60  0.58
C  -1.43  -0.01  -0.51
C  -1.62  -1.31  0.18
F  -2.31  0.98  0.05
H  3.05  0.05  -1.29
H  2.16  1.65  -1.38
H  1.21  1.99  0.79
H  -0.70  1.85  1.14
H  -1.73  0.17  -1.63
H  -2.66  -1.63  0.34
H  -1.07  -1.32  1.11
H  -0.99  -2.09  -0.43

Output
- Lowest unoccupied orbital energy: 1.11 eV
- Energy relative to the best compared isomer or geometry (same formula, charge and spin): 41.12 kcal/mol
- Calculated total energy: -9520.006 eV
- Kohn-Sham gap: 10.5217 eV



A cluster of 2 separate species, C5H8FN4O8S2 in total, computed with the ωB97M-V functional and the def2-TZVPD basis.

Atoms and positions in Å:
C  2.47  -1.24  -0.22
C  1.31  -1.08  0.72
O  0.79  -2.05  1.23
O  0.86  0.16  1.05
C  0.60  1.02  -0.01
N  -0.42  0.38  -0.89
C  -1.64  0.18  -0.46
N  -2.07  0.55  0.77
C  -3.31  0.15  0.81
N  -3.72  -0.42  -0.32
N  -2.64  -0.42  -1.16
S  -2.70  -1.08  -2.78
O  -3.90  -0.52  -3.31
O  -1.50  -0.71  -3.44
F  -2.94  -2.69  -2.78
H  3.36  -1.18  0.40
H  2.54  -0.46  -0.97
H  2.44  -2.21  -0.69
H  0.18  1.94  0.36
H  1.50  1.16  -0.59
H  -0.11  0.08  -1.80
H  -3.95  0.28  1.66
H  -4.63  -0.78  -0.53
O  3.68  0.44  1.98
S  3.51  1.79  2.60
O  4.83  2.37  2.91
O  2.70  1.66  3.84
O  2.77  2.66  1.63

Output
- Lowest unoccupied orbital energy: -0.45 eV
- Net charge: -1
- Calculated total energy: -52038.512 eV
- Kohn-Sham gap: 1.8029 eV



An isolated molecule of C5H8FNO, computed with the ωB97M-V functional and the def2-TZVPD basis.

Atoms and positions in Å:
N  -0.44  1.38  -0.69
C  -0.39  0.62  0.47
C  -1.43  -0.40  0.45
C  -0.71  -1.55  -0.36
O  0.63  -1.47  -0.16
C  0.98  -0.18  0.25
C  2.24  0.27  0.25
F  3.38  -0.39  -0.23
H  -1.35  1.96  -1.03
H  0.39  2.11  -0.78
H  -0.13  1.36  1.31
H  -2.36  -0.24  -0.36
H  -1.63  -0.85  1.49
H  -1.12  -2.54  -0.20
H  -0.72  -1.18  -1.42
H  2.63  1.10  1.01

Output
- Lowest unoccupied orbital energy: 0.83 eV
- Energy relative to the best compared isomer or geometry (same formula, charge and spin): 100.68 kcal/mol
- Calculated total energy: -11566.054 eV
- Kohn-Sham gap: 9.4940 eV



A cluster of 2 separate species, C5H8FNOS in total, computed with the ωB97M-V functional and the def2-TZVPD basis.

Atoms and positions in Å:
C  -1.55  -1.07  -1.80
O  -1.57  0.18  -1.11
C  -1.55  0.16  0.17
C  -1.69  0.92  1.21
S  -1.29  -0.97  1.49
H  -1.96  -1.88  -1.21
H  -0.48  -1.34  -2.10
H  -2.23  -0.94  -2.73
H  -1.95  1.72  1.88
C  1.88  -0.27  -0.27
N  2.31  0.94  0.38
C  1.82  1.25  1.49
F  2.05  2.43  2.02
H  0.74  -0.24  -0.39
H  2.36  -0.29  -1.28
H  2.02  -1.21  0.24
H  1.09  0.59  1.99

Output
- Lowest unoccupied orbital energy: 0.54 eV
- Energy relative to the best compared isomer or geometry (same formula, charge and spin): 58.53 kcal/mol
- Calculated total energy: -22400.641 eV
- Kohn-Sham gap: 8.4826 eV



An isolated molecule of C5H8FNS, computed with the ωB97M-V functional and the def2-TZVPD basis.

Atoms and positions in Å:
N  0.05  2.21  0.03
C  -0.20  0.87  0.46
C  1.15  -0.05  0.38
C  0.90  -1.45  0.22
F  1.92  -2.19  -0.38
C  -0.44  -1.38  -0.61
S  -1.04  -0.18  -1.96
C  -1.24  -0.14  -0.21
H  -0.88  2.80  0.13
H  0.15  2.25  -1.00
H  -0.75  0.81  1.49
H  1.68  0.32  1.25
H  1.83  0.51  -0.45
H  0.38  -1.91  1.03
H  -1.14  -2.14  -0.37
H  -2.36  -0.34  -0.01

Output
- Lowest unoccupied orbital energy: 0.64 eV
- Energy relative to the best compared isomer or geometry (same formula, charge and spin): 53.02 kcal/mol
- Calculated total energy: -20354.700 eV
- Kohn-Sham gap: 9.6020 eV



An isolated molecule of C5H8FNS, computed with the ωB97M-V functional and the def2-TZVPD basis.

Atoms and positions in Å:
C  1.10  -1.26  -0.33
C  0.15  -0.05  -0.20
C  0.47  1.02  -1.27
F  -0.48  2.08  -1.18
N  -1.32  -0.36  -0.18
C  -1.47  0.22  1.17
C  0.01  0.51  1.22
S  1.07  1.16  2.27
H  1.00  -1.79  -1.28
H  2.11  -0.90  -0.22
H  0.84  -1.96  0.44
H  1.51  1.43  -1.12
H  0.42  0.58  -2.27
H  -1.47  -1.37  -0.17
H  -2.13  1.12  1.14
H  -1.81  -0.43  1.99

Output
- Lowest unoccupied orbital energy: -0.30 eV
- Energy relative to the best compared isomer or geometry (same formula, charge and spin): 22.90 kcal/mol
- Calculated total energy: -20356.006 eV
- Kohn-Sham gap: 8.5603 eV



An isolated molecule of C5H8I2, computed with the ωB97M-V functional and the def2-TZVPD basis.

Atoms and positions in Å:
C  -1.76  -0.11  1.23
C  -0.56  0.45  0.08
I  -0.60  2.53  -0.09
C  -0.42  -0.57  -1.04
C  0.74  -0.42  -0.20
C  1.93  0.41  -0.62
I  1.21  -1.80  1.35
H  -2.59  0.45  1.10
H  -1.39  0.06  2.21
H  -2.05  -1.11  1.02
H  -1.12  -1.50  -0.85
H  -0.18  -0.30  -2.03
H  2.08  1.15  0.10
H  1.90  1.01  -1.59
H  2.81  -0.25  -0.66

Output
- Lowest unoccupied orbital energy: 0.36 eV
- Energy relative to the best compared isomer or geometry (same formula, charge and spin): 23.21 kcal/mol
- Calculated total energy: -21513.848 eV
- Kohn-Sham gap: 9.2920 eV



A cluster of 2 separate species, C5H8IN2O in total, computed with the ωB97M-V functional and the def2-TZVPD basis.

Atoms and positions in Å:
C  2.85  -0.76  -0.16
C  1.62  -1.37  -0.43
C  -1.34  1.77  -0.02
C  -0.57  -0.91  0.51
C  -1.69  0.47  -0.61
N  2.72  0.20  0.69
N  0.76  -0.70  0.34
O  1.46  0.29  1.02
I  -3.71  -0.14  0.07
H  3.87  -0.84  -0.70
H  1.43  -2.16  -1.00
H  -1.89  2.03  0.84
H  -1.52  2.53  -0.72
H  -0.30  1.82  0.17
H  -0.94  -1.84  0.22
H  -1.06  -0.84  1.49
H  -1.67  0.46  -1.72

Output
- Lowest unoccupied orbital energy: -5.77 eV
- Energy relative to the best compared isomer or geometry (same formula, charge and spin): 112.32 kcal/mol
- Net charge: +1
- Calculated total energy: -18430.285 eV
- Kohn-Sham gap: 7.1652 eV



A structure of composition C5H8LaLiO3, computed with the ωB97M-V functional and the def2-TZVPD basis.

Atoms and positions in Å:
C  0.97  1.43  -3.91
C  2.15  1.56  -3.62
H  0.09  0.90  -4.25
H  2.95  1.57  -4.41
H  1.57  0.42  -1.45
Li  -1.33  2.85  0.05
O  -0.14  -0.64  0.88
La  2.02  -2.59  0.10
O  1.25  -0.19  -0.65
C  0.13  0.21  -0.07
O  -0.45  1.26  -0.32
C  -1.15  -0.32  1.90
C  -1.26  -1.51  2.81
H  -0.81  0.57  2.43
H  -2.08  -0.11  1.37
H  -0.32  -1.70  3.33
H  -2.03  -1.29  3.56
H  -1.56  -2.41  2.25

Output
- Lowest unoccupied orbital energy (spin up / spin down): -12.33 / -12.32 eV
- Energy relative to the best compared isomer or geometry (same formula, charge and spin): 0.00 kcal/mol
- Net charge: +3
- Calculated total energy: -12489.250 eV
- Kohn-Sham gap (spin up / spin down): 6.1274 / 7.0571 eV
- Multiplicity: 2



The evaluated strongest force on any atom for the records listed, in turn: 5.031, 4.185, 1.985, 7.747, 3.212, 7.110, 1.520, 4.832, 5.552, 3.403 eV/A.